Entry 1:
A 2-piece molecular cluster, C10H16S overall in a non-equilibrium geometry. Source: the OMol25 dataset; level of theory: wB97M-V/def2-TZVPD.

```
27
Properties=species:S:1:pos:R:3
C -2.73 0.94 3.83
C -1.49 0.60 3.10
C -1.17 1.17 1.89
C -0.14 0.70 1.05
C 0.64 -0.33 1.53
C 0.46 -0.82 2.84
C -0.58 -0.35 3.62
H -3.17 0.04 4.25
H -3.56 1.28 3.20
H -2.57 1.71 4.59
H -1.85 1.96 1.57
H 0.05 1.15 0.10
H 1.45 -0.55 0.84
H 1.05 -1.68 3.13
H -0.70 -0.62 4.66
C 0.74 0.72 -4.30
C 0.47 0.26 -2.86
S 1.99 -0.34 -2.08
C 2.22 -1.99 -2.81
H 0.82 -0.14 -4.97
H 1.53 1.46 -4.30
H -0.16 1.17 -4.73
H 0.00 1.08 -2.30
H -0.36 -0.46 -2.87
H 2.21 -1.98 -3.90
H 3.28 -2.23 -2.67
H 1.57 -2.75 -2.40
```

Values from the calculation:
orbital gap: 9.5384 eV
calculated total energy: -21464.1157 eV
maximum force: 0.0325 Eh/bohr
net charge: 0
energy above the lowest of the compared OMol25 structures with the same formula, charge and spin: 0.734 eV
SMILES: Cc1ccccc1.CCSC

=====

Entry 2:
An isolated ion of composition C5H5O2 and charge -1 in a non-equilibrium geometry. Source: the OMol25 dataset; level of theory: wB97M-V/def2-TZVPD.

```
12
Properties=species:S:1:pos:R:3
C -0.48 0.46 1.28
C -0.79 -0.73 0.43
C -0.45 -0.71 -0.87
O -0.88 -1.46 -1.80
C 0.62 0.35 -1.44
C 1.70 0.27 -0.76
O 2.71 0.01 -0.14
H -0.68 1.46 0.91
H 0.60 0.55 1.54
H -0.93 0.26 2.24
H -1.56 -1.39 0.79
H 0.13 0.93 -2.18
```

Values from the calculation:
orbital gap: 6.5585 eV
calculated total energy: -9359.7332 eV
maximum force: 0.0524 Eh/bohr
net charge: -1
energy above the lowest of the compared OMol25 structures with the same formula, charge and spin: 1.959 eV
SMILES: C/C=C(/[O-])C=C=O

=====

Entry 3:
C46H51AsN5O2STi as an isolated structure in a non-equilibrium geometry. Source: the OMol25 dataset; level of theory: wB97M-V/def2-TZVPD.

```
107
Properties=species:S:1:pos:R:3
Ti 0.29 0.36 0.07
C -3.15 -3.79 5.08
C -2.21 -3.15 4.09
C -1.21 -3.90 3.47
C -0.31 -3.36 2.52
C 0.54 -4.21 1.82
N 1.50 -3.84 0.90
C 1.80 -4.73 -0.20
C 0.68 -4.79 -1.26
C 0.44 -3.45 -1.96
N 1.44 -3.20 -3.01
C 2.61 -2.68 -2.93
C 3.27 -1.98 -1.85
C 4.67 -2.15 -1.84
C 5.48 -1.61 -0.87
C 6.97 -1.84 -0.85
C 4.84 -0.81 0.08
C 3.49 -0.53 0.07
C 3.04 0.44 1.09
N 1.89 0.92 1.30
C 1.87 2.03 2.28
C 0.55 2.34 3.00
C -0.72 2.31 2.14
N -0.90 0.91 1.72
C -1.51 0.18 2.62
C -1.44 -1.21 2.82
C -2.32 -1.82 3.76
C -0.39 -1.94 2.22
O 0.48 -1.39 1.45
C 2.65 -1.11 -0.92
O 1.41 -0.81 -1.00
H -2.77 -4.75 5.43
H -4.14 -3.97 4.64
H -3.30 -3.15 5.95
H -1.12 -4.96 3.70
H 0.46 -5.28 1.98
H 1.52 -2.84 0.73
H 1.96 -5.73 0.20
H 2.74 -4.40 -0.66
H -0.25 -5.05 -0.77
H 0.91 -5.57 -2.00
H 0.45 -2.62 -1.26
H -0.54 -3.42 -2.43
H 1.20 -3.57 -3.93
H 3.21 -2.83 -3.82
H 5.11 -2.77 -2.61
H 7.23 -2.79 -1.31
H 7.35 -1.83 0.17
H 7.49 -1.05 -1.41
H 5.45 -0.35 0.86
H 3.86 0.81 1.71
H 2.20 2.92 1.74
H 2.62 1.82 3.04
H 0.67 3.33 3.44
H 0.41 1.63 3.81
H -0.62 2.93 1.26
H -1.56 2.66 2.74
H -2.11 0.72 3.36
H -3.10 -1.22 4.22
S -1.78 -1.71 -0.39
C -3.16 -1.71 -1.49
C -4.12 -2.73 -1.40
C -5.21 -2.76 -2.26
C -5.38 -1.77 -3.22
C -4.44 -0.75 -3.32
C -3.34 -0.73 -2.47
As -1.94 0.59 -2.46
C -2.72 1.83 -3.79
C -2.26 2.04 -5.09
C -2.84 3.00 -5.90
C -3.89 3.78 -5.43
C -4.35 3.60 -4.13
C -3.76 2.64 -3.32
C -0.72 -0.33 -3.74
C -1.18 -1.32 -4.61
C -0.36 -1.84 -5.61
C 0.94 -1.37 -5.76
C 1.42 -0.41 -4.88
C 0.60 0.08 -3.87
H -3.99 -3.50 -0.65
H -5.94 -3.56 -2.17
H -6.24 -1.78 -3.88
H -4.57 0.02 -4.07
H -1.45 1.44 -5.48
H -2.47 3.15 -6.91
H -4.34 4.54 -6.07
H -5.16 4.20 -3.75
H -4.12 2.50 -2.31
H -2.20 -1.68 -4.52
H -0.75 -2.60 -6.28
H 1.56 -1.74 -6.57
H 2.44 -0.03 -4.98
H 1.00 0.80 -3.16
C 0.68 4.33 -0.40
C 0.91 3.13 -1.33
C 0.07 3.41 -2.59
C 2.39 3.07 -1.71
N 0.52 1.87 -0.74
H 0.98 5.25 -0.92
H 1.25 4.26 0.52
H -0.38 4.42 -0.15
H 0.40 4.34 -3.06
H -0.98 3.50 -2.34
H 0.17 2.61 -3.33
H 2.78 4.06 -1.97
H 2.55 2.41 -2.57
H 2.98 2.68 -0.88
```

Values from the calculation:
orbital gap (alpha / beta): 4.1344 / 5.4387 eV
<S²>: 0.802
calculated total energy: -154865.5175 eV
maximum force: 0.0348 Eh/bohr
2S+1: 2
net charge: 0
energy above the lowest of the compared OMol25 structures with the same formula, charge and spin: 1.704 eV

=====

Entry 4:
A 9-piece molecular cluster, C55H121BClF4N6O3 overall in a non-equilibrium geometry. Source: the OMol25 dataset; level of theory: wB97M-V/def2-TZVPD.

```
191
Properties=species:S:1:pos:R:3
C -5.14 -18.98 -1.49
C -4.08 -19.02 -2.59
C -4.33 -20.33 -3.41
N -3.16 -20.76 -4.36
C -2.91 -19.75 -5.53
C -3.99 -19.84 -6.65
C -4.13 -21.22 -7.14
C -4.41 -22.22 -6.03
C -3.41 -22.28 -4.84
C -1.84 -20.88 -3.60
H -5.66 -19.92 -1.30
H -5.88 -18.25 -1.80
H -4.63 -18.72 -0.56
H -3.05 -18.89 -2.25
H -4.25 -18.15 -3.23
H -5.26 -20.30 -3.98
H -4.44 -21.11 -2.65
H -2.63 -18.78 -5.13
H -2.00 -20.13 -5.98
H -4.97 -19.48 -6.32
H -3.67 -19.18 -7.46
H -4.97 -21.20 -7.83
H -3.25 -21.43 -7.74
H -5.41 -22.05 -5.62
H -4.40 -23.21 -6.48
H -3.77 -22.89 -4.02
H -2.41 -22.58 -5.18
H -1.92 -21.42 -2.66
H -1.51 -19.87 -3.37
H -1.01 -21.32 -4.16
C -14.71 -19.02 -0.68
C -15.14 -17.55 -1.11
C -14.45 -16.56 -0.14
N -14.59 -15.04 -0.50
C -14.55 -14.13 0.73
C -13.14 -14.22 1.41
C -12.09 -13.75 0.36
C -12.15 -14.59 -0.91
C -13.54 -14.63 -1.52
C -16.00 -14.76 -1.07
H -15.32 -19.76 -1.18
H -14.77 -19.16 0.40
H -13.67 -19.25 -0.92
H -16.22 -17.51 -0.99
H -14.80 -17.38 -2.13
H -13.39 -16.78 -0.16
H -14.81 -16.58 0.89
H -15.49 -14.33 1.25
H -14.70 -13.09 0.45
H -13.11 -15.26 1.71
H -12.99 -13.63 2.31
H -11.07 -13.83 0.74
H -12.22 -12.68 0.16
H -11.76 -15.60 -0.78
H -11.52 -14.23 -1.72
H -13.68 -15.36 -2.32
H -14.00 -13.71 -1.87
H -16.11 -13.68 -1.17
H -16.73 -15.11 -0.35
H -16.10 -15.28 -2.02
C -8.29 -19.14 -6.89
C -8.82 -17.92 -6.21
C -9.71 -18.31 -4.99
N -10.24 -17.06 -4.20
C -11.20 -17.68 -3.13
C -10.43 -18.34 -1.96
C -9.37 -17.36 -1.38
C -8.44 -16.97 -2.51
C -9.14 -16.22 -3.51
C -11.06 -16.01 -5.04
H -8.92 -19.95 -7.26
H -7.48 -19.63 -6.33
H -7.69 -18.79 -7.73
H -9.40 -17.36 -6.96
H -7.99 -17.25 -5.96
H -9.01 -18.90 -4.39
H -10.53 -18.94 -5.36
H -12.03 -18.32 -3.40
H -11.61 -16.75 -2.73
H -10.10 -19.31 -2.35
H -11.15 -18.65 -1.21
H -8.70 -17.75 -0.61
H -9.85 -16.57 -0.81
H -7.96 -17.86 -2.92
H -7.55 -16.48 -2.12
H -8.45 -15.80 -4.25
H -9.51 -15.28 -3.10
H -10.38 -15.33 -5.55
H -11.77 -15.53 -4.36
H -11.67 -16.64 -5.69
C -17.21 -15.57 -11.67
C -15.73 -15.56 -11.80
C -14.97 -14.30 -11.24
N -14.39 -14.49 -9.81
C -13.68 -13.08 -9.47
C -12.83 -13.15 -8.17
C -11.73 -14.19 -8.23
C -12.36 -15.59 -8.55
C -13.30 -15.61 -9.78
C -15.44 -14.90 -8.78
H -17.58 -15.56 -10.65
H -17.60 -16.52 -12.05
H -17.63 -14.80 -12.33
H -15.55 -15.43 -12.87
H -15.26 -16.48 -11.47
H -15.49 -13.34 -11.28
H -14.09 -14.19 -11.88
H -12.99 -12.81 -10.26
H -14.45 -12.36 -9.21
H -12.40 -12.15 -8.10
H -13.53 -13.36 -7.36
H -10.95 -14.01 -8.97
H -11.20 -14.27 -7.28
H -11.66 -16.43 -8.57
H -12.96 -15.95 -7.72
H -12.73 -15.30 -10.66
H -13.64 -16.61 -10.03
H -15.99 -15.78 -9.11
H -16.05 -14.00 -8.68
H -14.94 -15.01 -7.82
C -13.24 -22.59 -1.15
C -11.76 -22.47 -0.77
C -11.43 -22.45 0.78
N -10.03 -21.99 1.25
C -8.95 -23.06 1.08
C -7.62 -22.69 1.74
C -7.80 -22.38 3.23
C -8.87 -21.32 3.50
C -10.20 -21.64 2.81
C -9.50 -20.63 0.62
H -13.60 -23.57 -0.81
H -13.34 -22.45 -2.22
H -13.87 -21.90 -0.58
H -11.49 -21.55 -1.30
H -11.14 -23.27 -1.19
H -11.74 -23.40 1.23
H -12.00 -21.60 1.15
H -9.38 -23.94 1.56
H -8.98 -23.15 -0.01
H -7.19 -23.68 1.59
H -7.00 -21.97 1.21
H -8.07 -23.29 3.77
H -6.86 -22.07 3.68
H -8.99 -21.20 4.57
H -8.37 -20.40 3.19
H -10.53 -22.56 3.29
H -10.87 -20.77 2.85
H -9.53 -20.79 -0.46
H -8.45 -20.55 0.87
H -10.07 -19.77 0.98
C -10.89 -6.33 -2.94
C -10.38 -7.61 -3.48
C -11.44 -8.73 -3.43
N -11.01 -10.15 -3.79
C -10.06 -10.08 -5.01
C -9.62 -11.48 -5.50
C -8.97 -12.17 -4.30
C -9.69 -12.14 -2.98
C -10.21 -10.77 -2.59
C -12.26 -10.98 -4.11
H -10.97 -6.39 -1.86
H -11.83 -6.01 -3.38
H -10.13 -5.55 -3.02
H -9.51 -7.95 -2.92
H -10.12 -7.35 -4.51
H -12.25 -8.52 -4.13
H -11.89 -8.84 -2.44
H -9.16 -9.54 -4.74
H -10.56 -9.53 -5.81
H -8.82 -11.46 -6.24
H -10.40 -12.03 -6.02
H -8.10 -11.52 -4.16
H -8.72 -13.20 -4.54
H -9.14 -12.59 -2.15
H -10.52 -12.85 -3.04
H -9.39 -10.06 -2.45
H -10.90 -10.76 -1.75
H -12.03 -11.93 -4.58
H -12.76 -10.34 -4.83
H -12.85 -11.12 -3.20
Cl -7.84 -14.57 -7.00
B -7.74 -13.52 0.14
F -8.13 -14.41 -0.77
F -8.78 -13.12 0.81
F -6.80 -14.10 0.99
F -7.01 -12.54 -0.56
O -15.92 -15.96 -5.17
C -14.60 -15.78 -5.09
O -14.13 -14.57 -5.02
O -14.04 -16.81 -4.97
H -15.58 -16.86 -5.17
```

Values from the calculation:
orbital gap (alpha / beta): 2.4761 / 7.1429 eV
<S²>: 0.751
calculated total energy: -98134.4882 eV
maximum force: 0.1751 Eh/bohr
2S+1: 2
net charge: +2